Molecular formula: C18H33BF4SiV
Method: DFT, the ωB97M-V functional and the def2-TZVPD basis

Each line ends with the Mulliken charge.
Positions of all 58 atoms, in Å:
V: -1.32 -0.17 -0.56  0.67
C: -2.61 -3.06 0.72  -1.96
C: -2.71 -1.56 0.74  0.90
C: -1.97 -0.79 1.63  -0.42
C: -2.04 0.62 1.62  1.16
C: -1.35 1.42 2.68  -1.58
C: -2.83 1.24 0.64  -1.01
C: -3.61 0.49 -0.26  0.94
C: -4.44 1.17 -1.30  -1.71
C: -3.54 -0.91 -0.20  -0.50
H: -2.21 -3.41 -0.23  0.29
H: -3.60 -3.51 0.85  0.46
H: -1.96 -3.42 1.52  0.36
H: -1.32 -1.28 2.35  0.39
H: -1.91 1.33 3.61  0.37
H: -1.29 2.47 2.42  0.43
H: -0.34 1.06 2.86  0.25
H: -2.86 2.32 0.59  0.44
H: -3.88 1.28 -2.23  0.22
H: -4.75 2.16 -0.96  0.44
H: -5.33 0.59 -1.53  0.41
H: -4.10 -1.50 -0.92  0.41
F: -0.79 -0.73 -4.30  -0.30
B: -1.57 -0.63 -3.21  0.57
F: -1.37 0.66 -2.52  -0.37
F: -2.92 -0.79 -3.44  -0.34
F: -1.16 -1.56 -2.16  -0.34
C: 1.91 -0.61 -2.12  -1.48
Si: 1.28 0.00 -0.43  0.38
C: 2.11 -1.24 0.82  2.40
C: 3.57 -1.55 0.48  -1.89
C: 2.03 -0.74 2.26  -1.46
C: 1.33 -2.56 0.73  -2.00
C: 1.98 1.80 -0.30  2.27
C: 3.50 1.87 -0.10  -2.00
C: 1.30 2.59 0.81  -1.59
C: 1.65 2.50 -1.63  -1.97
H: 2.98 -0.42 -2.25  0.38
H: 1.38 -0.13 -2.94  0.31
H: 1.74 -1.69 -2.23  0.34
H: 4.21 -0.67 0.55  0.31
H: 3.67 -1.96 -0.53  0.35
H: 3.97 -2.30 1.18  0.52
H: 2.60 0.18 2.41  0.23
H: 2.43 -1.49 2.95  0.51
H: 1.00 -0.54 2.56  -0.02
H: 1.31 -2.95 -0.29  0.31
H: 0.29 -2.43 1.04  0.18
H: 1.78 -3.32 1.37  0.52
H: 3.79 1.50 0.89  0.34
H: 3.85 2.91 -0.17  0.50
H: 4.04 1.29 -0.85  0.36
H: 1.47 2.15 1.80  0.25
H: 0.22 2.65 0.64  0.11
H: 1.69 3.62 0.84  0.55
H: 2.20 2.06 -2.46  0.38
H: 1.91 3.56 -1.57  0.49
H: 0.58 2.42 -1.87  0.27

**Multiplicity**: 4
**Net charge**: 0
**Frontier orbital gap (alpha / beta)**: 7.78 / 6.68 eV
**⟨S²⟩**: 3.78